162
Properties=species:S:1:pos:R:3:forces:R:3:mulliken_charge:R:1 method="wB97M-V/def2-TZVPD" spin_multiplicity=1 max_force_ev_per_a=5.80 charge=0
Cl 3.62540 14.55798 -5.02180 0.1 -0.1 -0.1 -0.098
O 0.72389 2.93507 -1.52711 1.8 -1.8 -0.2 -0.686
Cl 1.07178 -8.58872 -7.83987 0.0 0.1 0.1 -0.100
Cl 8.57582 -7.48915 -0.48873 -0.1 0.2 0.0 -0.100
Cl 11.37332 0.52955 -0.61910 -0.1 0.0 -0.1 -0.108
C -3.00535 -2.40476 1.44099 -0.8 1.6 -0.1 0.885
H -2.44871 -3.35432 1.61842 -0.6 0.9 -0.2 0.439
H 2.84444 -4.35661 0.23644 -1.0 -0.2 0.5 0.336
Cl 5.77175 -0.19752 5.43439 -0.1 -0.1 0.0 -0.113
Cl 8.62706 -5.29989 1.40288 -0.1 0.0 -0.1 -0.097
C 2.67912 2.60985 0.30649 0.6 -0.6 -0.1 -0.679
H 2.62335 3.72465 0.40011 -0.3 -1.0 -0.5 0.482
Cl 6.12259 -6.13943 0.22647 0.0 0.0 0.0 0.001
Cl -4.96203 1.72483 3.11632 -0.2 0.5 0.9 0.003
Cl -4.18663 -5.45353 0.59083 0.2 -0.5 -0.1 -0.175
Cl 1.43201 -10.23868 0.33696 0.2 -0.7 0.0 -0.070
H 2.57528 -1.68099 2.08261 -0.9 0.6 -1.0 -0.967
Cl -17.76721 5.71472 0.61257 0.1 -0.1 -0.1 -0.104
Cl 8.09531 -4.78336 -1.39280 0.0 -0.1 0.1 -0.095
Cl 8.27242 6.01584 2.23524 0.1 0.2 0.0 -0.065
Cl -2.36447 -2.61470 -3.59556 0.3 0.1 0.4 -0.099
C 4.65178 -0.63765 0.58542 1.2 -0.9 -1.3 0.005
H 1.88902 -2.77360 -1.20188 -0.3 -0.1 1.1 0.284
Cl -0.67717 2.76210 8.88096 -0.3 0.3 0.1 -0.026
H 0.25573 -3.23793 -0.66924 0.8 0.3 0.5 0.748
C 2.42153 -10.34473 -1.12064 0.0 -0.1 0.1 0.223
Cl -14.78539 1.12012 -1.32759 0.1 -0.1 0.0 -0.032
H -6.27264 -1.17350 0.75087 2.7 -0.6 1.4 0.566
Cl -2.54346 -1.11846 -1.11261 0.2 -0.1 -1.9 0.130
Cl -6.10062 4.06707 -5.11439 -0.2 -0.3 0.0 -0.022
Cl 6.08911 1.99931 -0.45157 0.4 0.3 -0.1 0.007
Cl -7.26555 -0.42439 -0.57420 -1.6 0.5 -1.7 -0.020
C -2.73255 -1.03376 -2.87209 0.2 -0.1 0.1 0.043
Cl -6.77305 2.00232 -3.20168 0.3 0.3 -0.2 0.005
C 3.20062 2.01912 9.51156 0.1 0.1 0.0 0.285
H -4.98504 1.08575 0.84540 0.5 -1.0 -0.2 1.014
H 5.00489 -2.14828 2.56096 2.3 -0.6 -1.1 -0.301
H 3.48754 2.29079 -0.38961 -0.5 0.4 0.6 0.027
C 7.69682 8.59425 -3.93505 0.0 0.0 -0.1 0.273
C -4.45186 0.12430 1.00008 1.5 -2.8 0.4 -1.812
Cl 10.68845 7.60806 2.28368 -0.2 0.0 -0.1 -0.097
C 6.88341 3.48332 -1.02271 0.1 0.1 0.0 0.071
C -0.80066 -1.00488 1.88419 -0.7 0.7 0.7 0.218
C -1.90231 4.01979 9.11365 -0.2 0.2 -0.1 0.240
Cl -0.45845 -3.64902 -9.54408 0.1 0.2 -0.1 -0.063
Cl 9.11408 0.98239 -2.36356 0.2 -0.4 -0.1 -0.011
C -3.56698 -7.10830 0.71053 0.0 -0.2 0.0 0.265
Cl -3.32311 -3.62293 -8.04389 -0.2 0.0 0.1 0.046
C 1.84578 -4.06567 0.65820 0.2 0.4 -0.4 -0.744
C -8.73543 -0.51518 -1.58134 -0.2 0.2 -0.2 0.074
Cl 3.96289 -9.51258 -0.85050 -0.1 -0.1 -0.1 -0.072
Cl 9.51072 -1.61700 -1.13228 0.0 0.1 -0.1 -0.034
C -2.28267 -1.13492 1.52539 -2.0 -0.7 -0.3 -0.610
O 0.18883 -1.96765 1.62492 -1.1 0.4 -1.4 -0.438
Cl -4.84610 -8.17621 1.31380 0.1 0.1 -0.1 -0.113
H 6.67739 -2.93792 2.31972 -0.5 0.7 -0.1 0.243
O 0.32304 -0.62671 -0.26761 1.0 0.9 0.0 0.153
C 1.13186 0.26442 -0.92099 -0.1 -0.2 0.7 0.315
Cl -0.91430 -6.50184 -7.56049 0.1 -0.1 0.1 -0.068
Br 0.43334 -6.20199 -1.87815 0.6 -0.2 0.7 -0.090
C -0.00912 -1.93941 -9.41756 0.0 0.1 0.0 0.285
O 0.07531 2.30600 0.63810 1.4 -1.7 0.0 -0.631
Cl -3.04129 -7.65134 -0.88877 -0.1 0.0 0.1 -0.072
Cl 1.89142 -5.81621 -7.75273 -0.1 -0.1 0.1 -0.093
Cl -3.70569 1.94332 5.69828 -0.3 -0.3 -0.5 -0.068
C -5.15024 -1.15505 0.94647 1.5 0.0 0.6 -0.135
Cl 1.40802 -1.62547 -10.43396 -0.1 0.0 0.1 -0.108
Cl -1.72357 5.92144 -2.76268 -0.1 0.0 -0.1 -0.033
H 4.54227 -0.12602 1.57154 0.1 -0.2 -0.8 0.602
F 2.61438 -6.72786 -0.20419 -1.4 0.6 -0.3 -0.112
Cl -2.18962 -7.14709 1.81687 -0.3 -0.1 0.0 -0.083
F 0.75455 -7.66144 0.47971 0.3 1.7 -1.7 -0.026
F -0.43685 -5.01605 0.84038 1.3 -0.1 -0.6 0.097
Cl 5.82133 12.74541 -4.50838 -0.1 0.1 -0.1 -0.052
Br 1.29711 -6.00917 2.68281 -0.1 0.3 -0.5 -0.082
Cl -9.85844 -1.68380 -0.86126 0.4 0.1 0.0 -0.085
Cl -15.96205 5.31593 -1.61338 -0.1 -0.1 0.1 -0.089
Cl -1.65387 0.90008 14.81200 0.0 0.0 -0.2 -0.099
Cl -2.61024 -1.16501 13.02514 0.0 0.2 0.0 -0.099
Cl -12.62071 -0.47124 -2.40281 -0.3 0.1 0.1 -0.062
Cl -9.50927 1.07988 -1.66332 0.0 -0.3 0.1 -0.038
Cl -4.60418 6.10215 -2.91081 0.2 0.1 0.0 -0.090
C 1.04392 -1.59552 0.51215 0.8 -1.9 0.7 1.111
C -13.51034 -0.04253 -0.92883 0.0 0.0 -0.1 0.280
Cl 1.55153 -9.57521 -2.45186 0.1 -0.1 -0.1 -0.056
C 0.90288 -5.31122 0.84096 1.5 0.1 0.6 -0.388
O 1.89155 0.00765 -1.77535 0.6 -0.3 -0.8 -0.360
C 5.88611 -1.63241 0.63214 -0.3 0.0 1.6 -0.150
H 6.50473 -1.14799 2.69733 -0.3 -0.9 -0.2 0.413
Cl -2.81803 3.69696 10.59735 0.3 0.2 -0.5 -0.066
C -3.02152 0.10616 1.29805 -0.9 -0.7 0.3 0.073
C -4.82610 -3.27751 -7.17091 0.0 0.1 0.0 0.118
C 7.85448 -5.92856 -0.06352 0.0 0.0 0.0 0.268
Cl 4.02434 1.92465 11.07654 -0.1 0.0 -0.2 -0.100
Cl 7.99895 9.73161 -2.60979 0.0 -0.1 -0.1 -0.103
H 6.82052 -1.15513 0.24637 -0.8 -0.4 0.1 -0.058
C 6.05140 -2.03153 2.17283 0.0 0.7 -1.7 -0.391
Cl 4.05436 -2.07510 6.81242 0.1 0.0 -0.2 -0.084
Cl -6.67822 1.38131 -6.02431 0.0 0.1 0.1 -0.073
Cl 7.00419 7.09896 -3.28194 0.1 0.1 0.0 -0.005
Cl -8.80352 3.04660 -4.97787 0.1 -0.1 0.0 -0.097
H 5.65551 -2.58989 0.09919 0.1 1.1 0.0 0.258
H 2.84395 2.20468 1.33906 -0.4 0.1 -1.0 0.333
Cl 0.37493 -1.55610 -7.73118 -0.1 -0.1 -0.1 -0.046
Cl 3.77933 -1.69195 3.95845 -1.4 0.5 2.0 -0.049
Cl -17.67783 3.15698 -0.73750 0.1 0.1 0.0 -0.095
Cl -1.11072 5.60223 9.24088 0.0 -0.1 0.0 -0.117
Cl -6.56724 2.32427 5.45826 0.2 0.0 -0.1 -0.114
H 2.07494 -3.69916 1.69024 -0.4 -0.1 -1.0 0.527
Cl 1.75227 0.99461 9.54324 0.3 -0.1 0.0 -0.089
C 2.38865 -1.08685 1.14372 0.4 -0.8 0.1 -0.069
O -0.47214 -0.02475 2.47378 0.4 0.4 0.3 -0.564
H -2.48698 1.08491 1.35295 -0.3 -1.1 0.0 0.580
C 0.73162 -7.00124 -7.13177 0.0 0.0 -0.1 0.218
Cl 6.10927 -3.04171 5.02064 -0.2 0.0 0.4 -0.097
Cl 9.22295 8.22761 -4.75721 -0.1 0.0 0.1 -0.101
Cl -12.40408 0.68190 0.24984 -0.2 0.0 -0.1 -0.086
Cl -5.54445 -4.79486 -6.60125 0.1 0.1 0.0 -0.115
S 1.08216 2.07022 -0.40009 -3.7 4.2 1.4 1.225
Cl 4.28377 1.45227 8.22980 -0.1 0.0 0.1 -0.013
C 9.03872 7.50056 1.64655 0.0 0.0 0.0 0.286
Cl 8.52984 3.58624 -0.37899 -0.3 0.0 0.0 -0.018
C -16.71523 4.54760 -0.20577 0.0 0.0 0.0 0.339
O 3.48560 -1.42131 0.27043 -0.6 1.1 0.9 -0.477
C 1.27087 -6.52041 -0.13779 -1.0 -0.6 1.9 0.634
Cl -5.96279 -2.45698 -8.25782 0.1 -0.1 0.1 -0.115
H -4.94261 -3.39263 1.10380 0.1 1.3 0.1 0.376
Cl -1.36108 -0.93130 -9.95971 0.1 -0.1 0.1 -0.083
C 4.66446 13.30752 -5.72564 0.0 0.0 0.0 0.334
Cl -3.48270 1.57068 12.67301 0.0 -0.4 0.4 -0.099
C 4.92894 -1.75254 5.30712 0.1 -0.1 0.2 0.337
Cl 0.87741 -7.09822 -5.36829 0.0 0.0 -0.1 0.001
C -2.12468 0.53464 13.14350 0.0 0.0 0.0 0.294
Cl -8.29914 -1.04646 -3.21682 -0.1 -0.1 0.2 -0.033
Cl -15.45555 4.00178 0.91372 -0.1 0.1 -0.1 -0.065
Cl -3.05603 5.54825 -5.29909 0.0 0.1 0.1 -0.112
C -7.08743 2.62611 -4.82960 0.0 0.0 -0.1 0.161
H 2.38331 -0.01421 1.45501 -0.3 -0.6 -0.4 0.440
Cl -2.96152 8.17648 -4.08646 0.0 -0.2 0.0 -0.103
Cl 6.94569 3.46758 -2.79415 -0.1 0.0 0.2 -0.089
Cl 11.28666 -0.71874 -3.22790 -0.1 0.0 0.1 -0.099
Cl 5.94962 4.88659 -0.47547 0.0 -0.1 -0.1 -0.092
Cl 5.54306 13.97951 -7.10967 -0.1 -0.1 0.1 -0.094
H 4.80114 0.08839 -0.26647 -0.4 -0.6 1.0 0.125
C -4.43087 -2.40973 1.14254 1.3 1.7 0.5 -0.841
Cl -0.75225 0.83449 12.06448 -0.1 0.0 0.1 -0.010
Cl -1.62443 0.18719 -3.52803 -0.1 -0.1 0.0 -0.130
Cl 3.66742 11.94465 -6.26405 0.1 0.1 0.0 -0.097
Cl -14.23722 -1.50208 -0.23447 0.1 0.1 -0.1 -0.099
C -4.99838 2.57841 4.67135 0.0 0.0 -0.1 0.268
Cl 2.73597 3.69728 9.18994 0.1 -0.2 0.0 -0.091
C 10.31715 -0.20739 -1.83657 0.0 0.0 0.0 0.218
Cl -4.74454 4.31340 4.40493 0.0 -0.1 0.1 -0.117
Cl 6.56352 9.31780 -5.08643 0.1 -0.1 0.1 -0.067
Cl 2.73236 -12.04381 -1.52031 0.0 0.1 0.0 -0.110
C -3.08532 6.43703 -3.76312 0.1 0.0 0.1 0.336
Cl -4.40517 -0.57892 -3.25274 0.1 0.1 0.2 0.135
Cl -2.99521 4.01200 7.72055 0.3 0.3 0.6 -0.022
C 1.26857 -2.94481 -0.28484 -0.8 0.5 -0.1 -1.303
Cl 8.10311 8.90391 2.18912 0.1 -0.1 -0.1 -0.103
Cl -4.47482 -2.23263 -5.78538 -0.5 -0.2 -0.7 0.078
Cl 9.08852 7.47189 -0.12361 0.0 0.0 0.2 -0.016

***

85
Properties=species:S:1:pos:R:3:forces:R:3:mulliken_charge:R:1 method="wB97M-V/def2-TZVPD" spin_multiplicity=1 max_force_ev_per_a=1.09 de_lowest_kj_mol=0.0 charge=0
C 1.53902 2.30625 1.13395 0.2 -0.2 0.2 0.470
H -0.54245 -2.24510 -4.76762 0.0 0.0 0.0 0.474
C -1.84563 2.40044 1.93450 0.0 0.1 -0.1 -0.703
H -3.88265 4.34743 0.06750 0.0 0.0 0.0 0.414
O 0.11024 -0.51367 -1.97939 0.2 0.4 0.3 0.979
C -5.10615 0.87892 0.50065 0.0 0.0 0.0 -0.470
H -3.34502 3.84607 2.42992 0.0 0.0 0.0 0.410
C -3.13168 3.60478 0.30479 0.0 0.0 0.0 -0.985
C 4.98831 -0.56712 -0.03064 0.0 -0.1 0.1 0.352
C 1.27603 -1.45943 4.33789 0.0 -0.1 -0.1 -0.644
C -1.52218 1.97118 -0.42641 0.1 0.0 -0.1 0.267
C 0.96055 -0.98245 3.06852 0.1 -0.2 -0.2 0.052
C 2.58749 -0.33524 -0.26847 0.1 -0.2 0.3 -0.384
C -2.82820 3.32803 1.63249 0.1 0.0 0.0 -0.923
F 4.29125 2.31040 -2.08293 0.0 0.0 0.0 -0.368
C -0.41426 -2.13936 -3.69128 0.1 0.0 -0.1 -1.774
C 2.14402 4.55631 0.53361 0.0 0.0 0.0 -0.821
C -2.49467 2.91935 -0.71737 0.0 0.0 0.0 -0.217
O -3.27868 -6.08531 -1.70153 0.0 0.0 0.0 -0.592
F 1.82173 1.51673 -1.54692 -0.1 0.1 0.1 -0.538
H 0.20108 -2.96743 -3.34386 0.0 0.0 0.0 0.417
F 2.44943 -1.66705 -3.05894 -0.1 0.0 0.0 -0.199
C 0.64074 -3.85806 -0.83940 0.1 0.2 0.2 0.775
O 0.86865 -3.10259 2.04206 0.1 0.4 -0.1 -0.580
O -1.09162 -6.41508 -1.72734 0.0 0.0 0.0 -0.580
Pt 0.74771 -1.09700 -0.00388 -0.7 0.5 0.4 3.277
C -1.95469 -4.27937 -1.00347 0.0 0.2 0.0 0.064
C 5.18977 0.54470 -0.82526 0.0 0.0 0.0 0.599
C 1.22600 3.51463 0.52174 0.1 -0.1 0.0 -0.264
H -5.85177 1.63301 0.71709 0.0 0.0 0.0 0.469
H -5.29800 1.08396 -1.62854 0.0 0.0 0.0 0.442
C -2.16230 -5.67905 -1.51012 0.0 0.1 0.0 0.491
C -0.80895 -3.54132 -0.65094 0.1 -0.1 0.0 0.062
H -0.24748 -5.91746 -1.53995 0.1 0.0 0.0 0.392
C -4.79828 0.57090 -0.81801 0.0 0.0 0.0 -1.088
C -3.24049 -1.05714 -0.04487 0.0 0.1 -0.1 -0.855
F 1.78231 -1.29650 -5.08344 0.0 0.0 0.1 -0.325
P 0.38006 0.89238 1.17751 0.0 -0.2 -0.5 1.338
H 3.02326 1.23310 2.27320 0.0 0.0 0.0 0.436
N -1.11395 -2.31741 -0.23049 0.1 -0.2 -0.1 0.156
C 0.61325 1.22535 3.96154 0.0 -0.1 0.1 -0.347
C 1.70749 -0.84584 -3.81695 0.1 0.2 -0.1 -0.048
H -1.00603 1.43592 -1.22438 0.0 0.0 0.1 -0.877
C 0.24634 -0.80431 -3.30424 -0.3 -0.3 0.0 1.085
C -4.45847 0.23400 1.54329 0.0 -0.1 0.0 -0.870
Cl -4.65125 -3.53847 -0.98625 0.0 0.0 0.0 -0.118
O 1.43958 -2.89495 -0.56652 0.4 -0.5 -0.9 -0.913
C 1.25439 -0.58963 5.41006 0.0 0.0 0.1 -0.703
H -3.05281 -1.31898 2.06783 0.0 0.0 0.0 0.529
C 3.37030 4.40091 1.15737 0.0 0.0 0.0 -0.718
C 0.92104 0.75009 5.22412 0.0 0.0 0.0 -0.985
F -0.11389 1.54936 -3.70868 0.0 0.1 0.1 -0.212
C 3.69772 -0.98976 0.24506 0.0 0.3 0.0 0.578
C 0.61782 0.34470 2.88088 -0.1 0.2 -0.1 0.004
F -1.83615 0.25464 -3.73358 0.0 0.0 0.0 -0.216
C 2.81965 0.78894 -1.05318 0.1 -0.2 0.0 0.257
C -3.52885 -0.75999 1.27315 0.0 0.0 0.0 0.175
F 2.30954 0.36042 -3.80229 0.0 -0.2 -0.1 -0.306
C 2.77047 2.16377 1.78161 0.0 0.0 -0.1 -1.012
H 0.28077 3.64605 0.01965 -0.1 0.0 0.0 0.454
H -3.58597 -0.65083 -2.11839 0.0 0.0 0.1 0.372
F 6.03422 -1.20800 0.49318 0.0 0.0 0.0 -0.342
F -0.44192 0.23022 -5.38689 0.0 0.0 0.1 -0.308
F 3.55737 -2.01196 1.09366 0.0 -0.1 0.0 -0.343
H -1.38990 -2.18445 -3.21048 0.0 0.0 0.0 0.157
C -3.84564 -0.39157 -1.09848 0.0 0.0 0.0 0.396
C -0.52121 0.32272 -4.04679 0.0 -0.1 -0.1 0.152
H 4.08638 5.21214 1.15315 0.0 0.0 0.0 0.418
C 4.10100 1.22824 -1.33072 0.0 0.0 -0.1 0.416
H -1.58364 2.20898 2.96678 -0.1 0.0 0.0 0.482
C -2.97779 -3.37245 -0.79645 0.0 0.1 0.0 0.196
O 1.00331 -4.94669 -1.25851 -0.1 -0.2 0.0 -0.912
H 1.51018 -0.94412 6.39986 0.0 0.0 0.0 0.419
H 1.89745 5.48886 0.04403 0.0 0.0 0.0 0.477
H 1.54145 -2.50186 4.45509 0.0 0.0 0.0 0.571
C 3.68142 3.20397 1.79005 0.0 0.0 0.0 -0.808
H -2.75132 3.11953 -1.74998 0.0 0.0 0.0 0.415
H -4.69574 0.48356 2.56902 0.0 0.0 0.0 0.441
C -1.17909 1.74097 0.90222 -0.1 0.0 0.2 1.081
N -2.44739 -2.20143 -0.36423 -0.1 -0.2 0.2 0.039
H 0.92355 1.42566 6.06915 0.0 0.0 0.0 0.445
H 4.63692 3.07832 2.28226 0.0 0.0 0.0 0.468
H 0.39970 2.27595 3.81188 0.0 0.0 0.0 0.557
C 0.95158 -1.92052 1.89041 -0.4 0.1 -0.1 -0.223
F 6.42564 0.96713 -1.08267 0.0 0.0 0.0 -0.347

***

M per entry: 3982.334, 1098.115 g/mol
Gap between HOMO and LUMO per entry: 8.81, 8.52 eV